Entry 1:
Below is a structure of composition C34H29F6NOP2V in a non-equilibrium geometry, with properties calculated with ωB97M-V/def2-TZVPD.

Cartesian coordinates (Å):
V1 -0.46 0.76 0.11
C1 2.26 -0.39 2.20
P1 2.20 1.04 0.97
C2 3.50 0.31 -0.09
C3 3.23 -0.15 -1.39
C4 4.25 -0.63 -2.24
C5 5.56 -0.81 -1.80
C6 5.73 -0.56 -0.44
C7 4.77 0.00 0.40
C8 3.11 2.34 1.77
C9 4.04 3.09 1.06
C10 4.70 4.21 1.61
C11 4.59 4.48 2.96
C12 3.75 3.70 3.75
C13 2.99 2.68 3.17
C14 1.14 -1.26 1.76
C15 1.21 -2.64 1.87
C16 0.18 -3.19 1.08
C17 -0.57 -2.06 0.60
C18 -1.86 -2.12 -0.09
P2 -1.80 -0.81 -1.50
C19 -1.13 -1.74 -2.91
C20 -0.30 -2.84 -2.76
C21 0.04 -3.64 -3.87
C22 -0.46 -3.33 -5.14
C23 -1.25 -2.23 -5.29
C24 -1.51 -1.38 -4.19
C25 -3.58 -0.93 -1.89
C26 -4.34 -0.40 -0.83
C27 -5.68 -0.06 -1.12
C28 -6.31 -0.39 -2.32
C29 -5.59 -1.08 -3.25
C30 -4.24 -1.42 -3.03
N1 0.14 -0.90 0.89
H1 2.19 -0.13 3.25
H2 3.17 -1.00 1.98
H3 2.24 0.00 -1.88
H4 3.96 -0.95 -3.27
H5 6.39 -1.16 -2.43
H6 6.71 -0.84 -0.03
H7 4.99 0.17 1.44
H8 4.23 2.87 0.01
H9 5.33 4.77 0.93
H10 5.13 5.26 3.43
H11 3.72 3.90 4.79
H12 2.27 2.15 3.76
H13 1.89 -3.24 2.48
H14 0.04 -4.24 0.80
H15 -2.68 -1.77 0.58
H16 -2.13 -3.15 -0.45
H17 0.13 -3.13 -1.80
H18 0.74 -4.46 -3.75
H19 -0.12 -3.99 -5.98
H20 -1.73 -2.12 -6.23
H21 -2.07 -0.47 -4.37
H22 -3.93 -0.34 0.19
H23 -6.22 0.58 -0.43
H24 -7.34 -0.01 -2.41
H25 -6.12 -1.38 -4.17
H26 -3.75 -2.13 -3.72
C31 -1.39 2.75 2.89
C32 -2.42 1.70 2.38
O1 -1.78 0.83 1.51
C33 -2.68 0.68 3.56
F1 -3.07 1.37 4.67
F2 -1.55 -0.07 3.85
F3 -3.75 -0.17 3.31
C34 -3.61 2.51 1.70
F4 -3.40 2.44 0.35
F5 -3.43 3.82 2.06
F6 -4.93 2.28 1.96
H27 -0.45 2.21 3.10
H28 -1.68 3.32 3.80
H29 -1.20 3.45 2.07

As for the total charge: +1. The value obtained for the lowest unoccupied orbital energy (alpha / beta) is -4.69 / -3.93 eV. As for the spin multiplicity: 3. As for the gap between HOMO and LUMO (alpha / beta): 5.5 / 6.3 eV. The HOMO energy (alpha / beta) comes out at -10.21 / -10.21 eV. The energy comes out at -3668.633674 Eh.



Entry 2:
Below is a structure of composition C34H29GeN3OSSn, with properties calculated with ωB97M-V/def2-TZVPD.

Cartesian coordinates (Å):
Sn1 1.38 0.52 1.85
C1 -3.00 1.08 -0.65
C2 -2.30 0.86 0.66
C3 -2.18 -0.41 1.22
C4 -1.53 -0.59 2.44
C5 -1.02 0.51 3.13
C6 -1.15 1.80 2.58
C7 -1.77 1.96 1.35
H1 -3.93 1.62 -0.49
H2 -3.24 0.13 -1.14
H3 -2.39 1.68 -1.32
H4 -2.60 -1.26 0.70
H5 -1.50 -1.57 2.89
H6 -0.63 0.39 4.14
H7 -0.80 2.66 3.12
H8 -1.86 2.95 0.92
Ge1 0.00 -1.24 -2.47
C8 1.01 -2.79 -2.03
C9 2.41 -2.79 -1.98
C10 3.09 -3.97 -1.73
C11 2.38 -5.16 -1.54
C12 1.00 -5.16 -1.58
C13 0.31 -3.98 -1.82
C14 0.31 -0.03 -3.89
C15 -0.79 0.66 -4.39
C16 -0.63 1.55 -5.44
C17 0.64 1.75 -5.98
C18 1.74 1.07 -5.48
C19 1.58 0.18 -4.43
H9 -1.47 -1.38 -2.09
H10 2.97 -1.88 -2.14
H11 4.17 -3.98 -1.71
H12 2.91 -6.08 -1.35
H13 0.45 -6.08 -1.43
H14 -0.78 -3.99 -1.86
H15 -1.78 0.50 -3.98
H16 -1.48 2.07 -5.85
H17 0.77 2.44 -6.80
H18 2.72 1.23 -5.91
H19 2.44 -0.36 -4.05
S1 0.79 0.14 -0.57
N1 -0.12 9.52 -2.81
C20 0.00 8.41 -2.53
C21 0.16 7.02 -2.18
C22 -0.70 6.07 -2.71
C23 -0.56 4.74 -2.37
C24 0.46 4.36 -1.49
C25 1.33 5.31 -0.96
C26 1.18 6.64 -1.30
C27 0.59 2.97 -1.15
C28 0.68 1.79 -0.90
H20 -1.49 6.38 -3.39
H21 -1.23 4.00 -2.78
H22 2.12 5.01 -0.29
H23 1.84 7.39 -0.90
N2 4.14 -6.12 3.10
C29 3.21 -5.77 2.19
O1 2.70 -6.54 1.40
C30 2.81 -4.31 2.14
C31 1.51 -4.03 1.74
C32 1.12 -2.71 1.64
N3 1.96 -1.70 1.90
C33 3.22 -1.97 2.27
C34 3.68 -3.26 2.40
H24 4.40 -7.09 3.16
H25 4.44 -5.50 3.83
H26 0.83 -4.83 1.49
H27 0.12 -2.45 1.31
H28 3.87 -1.12 2.46
H29 4.71 -3.43 2.68

As for the total charge: +2. The value obtained for the lowest unoccupied orbital energy is -6.71 eV. The energy relative to the best compared isomer or geometry (same formula, charge and spin) is 0.0000 eV. As for the gap between HOMO and LUMO: 6.8 eV. The HOMO energy comes out at -13.53 eV. The energy comes out at -4241.381951 Eh.



Entry 3:
Below is a structure of composition C34H29N9Pd in a non-equilibrium geometry, with properties calculated with ωB97M-V/def2-TZVPD.

Cartesian coordinates (Å):
Pd1 0.45 0.58 -0.07
C1 -0.92 -5.76 2.43
C2 -1.01 -4.48 1.68
C3 -2.17 -3.70 1.71
C4 -2.24 -2.52 1.02
C5 -1.15 -2.03 0.27
N1 -1.27 -0.79 -0.30
C6 -2.36 -0.51 -1.04
C7 -2.89 -1.51 -1.90
C8 -3.98 -1.27 -2.69
C9 -4.65 -0.04 -2.65
C10 -5.82 0.21 -3.52
C11 -4.14 0.95 -1.81
C12 -3.01 0.76 -1.03
N2 -2.60 1.78 -0.16
C13 -3.41 2.70 0.40
C14 -2.63 3.57 1.12
C15 -1.32 3.10 0.95
N3 -1.32 2.02 0.18
C16 0.01 -2.83 0.21
C17 0.06 -4.03 0.91
N4 1.06 -2.53 -0.67
C18 1.80 -3.44 -1.35
C19 2.66 -2.75 -2.16
C20 2.39 -1.40 -1.92
N5 1.42 -1.29 -1.02
H1 -1.90 -6.21 2.55
H2 -0.52 -5.58 3.43
H3 -0.27 -6.47 1.93
H4 -3.03 -4.04 2.28
H5 -3.13 -1.91 1.07
H6 -2.37 -2.45 -1.95
H7 -4.34 -2.05 -3.36
H8 -6.43 -0.69 -3.63
H9 -5.49 0.49 -4.52
H10 -6.44 1.02 -3.14
H11 -4.64 1.90 -1.79
H12 -4.48 2.67 0.30
H13 -2.95 4.41 1.70
H14 -0.41 3.50 1.34
H15 0.95 -4.63 0.86
H16 1.66 -4.49 -1.23
H17 3.38 -3.15 -2.85
H18 2.85 -0.53 -2.35
N6 2.21 -1.24 3.46
C21 0.91 -1.17 3.89
C22 0.23 -0.44 2.97
N7 1.07 -0.04 1.98
C23 2.30 -0.53 2.29
C24 3.46 -0.29 1.55
N8 3.52 0.54 0.44
C25 4.80 0.46 -0.10
C26 5.52 -0.38 0.67
N9 4.72 -0.85 1.68
H19 2.97 -1.66 3.96
H20 0.61 -1.60 4.82
H21 -0.80 -0.15 2.95
H22 5.08 1.03 -0.96
H23 6.54 -0.69 0.57
H24 5.03 -1.41 2.45
C27 2.54 1.35 0.01
C28 1.98 2.30 -0.58
C29 1.86 3.70 -0.81
C30 1.87 4.22 -2.10
C31 2.01 5.59 -2.28
C32 2.09 6.43 -1.18
C33 2.04 5.92 0.11
C34 1.93 4.56 0.30
H25 1.82 3.55 -2.95
H26 2.06 6.00 -3.28
H27 2.22 7.49 -1.33
H28 2.12 6.58 0.96
H29 1.92 4.14 1.30

As for the total charge: +2. The value obtained for the lowest unoccupied orbital energy (alpha / beta) is -7.02 / -7.03 eV. The energy relative to the best compared isomer or geometry (same formula, charge and spin) is 2.4159 eV. As for the gap between HOMO and LUMO (alpha / beta): 4.6 / 4.6 eV. The HOMO energy (alpha / beta) comes out at -11.59 / -11.59 eV. The energy comes out at -1933.097976 Eh.



Which of these has the lowest total charge? C34H29F6NOP2V



Which of these has the lowest energy? C34H29GeN3OSSn